This record from the Open Molecules 2025 dataset describes a structure of composition C20H43BFNO7STm at a distorted geometry. The level of theory is wB97M-V/def2-TZVPD.

Calculated values
Total energy: -80987.3018 eV
2S+1: 3
Total charge: +3

Last column: Löwdin charge in e.
Positions of all 75 atoms, in Å:
C (-6.55, 2.29, 5.90)  -0.089
C (-7.34, 3.48, 5.20)  -0.212
C (-6.77, 3.65, 3.71)  -0.183
C (-7.80, 2.97, 2.74)  -0.162
C (-7.16, 2.21, 1.56)  -0.138
C (-6.15, 1.05, 2.02)  -0.111
C (-5.49, 0.48, 0.71)  -0.157
C (-4.32, -0.55, 1.01)  -0.129
C (-3.74, -0.95, -0.42)  -0.174
C (-2.93, -2.30, -0.39)  -0.155
C (-1.38, -1.95, -0.37)  -0.191
C (-0.91, -1.76, -1.86)  -0.202
C (0.66, -1.57, -1.92)  -0.195
C (1.44, -2.89, -2.32)  -0.182
C (2.45, -2.71, -3.52)  -0.172
C (3.98, -2.89, -3.11)  -0.141
C (4.88, -1.78, -3.80)  -0.159
O (5.74, -1.04, -2.92)  -0.121
C (5.09, -0.38, -1.89)  -0.267
C (6.25, 0.15, -0.93)  -0.306
O (6.08, 1.45, -0.52)  -0.043
C (7.29, 2.22, -0.50)  -0.224
N (7.21, 3.07, 0.70)  0.061
O (6.34, -0.75, 0.19)  0.213
B (7.34, -1.70, 0.05)  -0.754
O (7.75, -2.32, -1.19)  0.029
O (8.02, -2.11, 1.24)  0.154
S (4.04, 1.06, -2.38)  0.825
O (3.28, 1.60, -1.22)  -0.254
O (4.83, 2.12, -3.05)  -0.264
F (2.89, 0.61, -3.48)  -0.179
H (-5.65, 2.01, 5.29)  0.057
H (-6.22, 2.69, 6.89)  0.079
H (-7.22, 1.41, 5.99)  0.074
H (-7.18, 4.43, 5.77)  0.106
H (-8.43, 3.26, 5.14)  0.101
H (-5.72, 3.32, 3.57)  0.099
H (-6.76, 4.76, 3.51)  0.124
H (-8.45, 3.81, 2.34)  0.174
H (-8.52, 2.27, 3.26)  0.129
H (-6.60, 2.92, 0.90)  0.129
H (-7.93, 1.70, 0.92)  0.136
H (-5.39, 1.43, 2.74)  0.114
H (-6.69, 0.22, 2.53)  0.138
H (-4.99, 1.35, 0.21)  0.134
H (-6.26, 0.00, 0.07)  0.134
H (-4.74, -1.46, 1.50)  0.129
H (-3.52, -0.09, 1.63)  0.128
H (-4.65, -1.04, -1.07)  0.120
H (-3.15, -0.09, -0.81)  0.117
H (-3.13, -2.79, -1.38)  0.118
H (-3.22, -2.94, 0.47)  0.116
H (-0.81, -2.76, 0.13)  0.117
H (-1.29, -0.96, 0.14)  0.110
H (-1.39, -0.82, -2.24)  0.113
H (-1.23, -2.59, -2.52)  0.110
H (0.99, -1.28, -0.89)  0.106
H (0.86, -0.71, -2.60)  0.094
H (0.68, -3.65, -2.63)  0.109
H (1.96, -3.29, -1.43)  0.102
H (2.26, -1.76, -4.06)  0.094
H (2.21, -3.53, -4.26)  0.117
H (4.12, -2.97, -2.01)  0.099
H (4.28, -3.88, -3.53)  0.117
H (5.56, -2.33, -4.50)  0.136
H (4.26, -1.14, -4.48)  0.126
H (4.46, -1.03, -1.23)  0.161
H (7.21, 0.10, -1.54)  0.131
H (7.23, 2.91, -1.38)  0.154
H (8.23, 1.61, -0.48)  0.105
H (6.72, 3.93, 0.47)  0.100
H (8.14, 3.32, 1.02)  0.084
H (7.60, -3.27, -1.06)  0.166
H (7.48, -2.83, 1.60)  0.148
Tm (9.85, -1.05, -1.23)  1.829

***

This record from the Open Molecules 2025 dataset describes a cluster of 15 separate species, C20H43Cl29P in total at a distorted geometry. The level of theory is wB97M-V/def2-TZVPD.

Calculated values
Total energy: -393870.4735 eV
2S+1: 1
Total charge: +1
ΔE to the lowest compared entry with this formula, charge and spin: 0.0 kcal/mol

Last column: Löwdin charge in e.
Positions of all 93 atoms, in Å:
C (4.24, -0.24, 2.32)  -0.176
C (3.00, -0.30, 1.38)  -0.243
C (2.01, 0.85, 1.77)  -0.235
C (0.76, 0.17, 2.38)  -0.223
C (-0.50, 1.09, 2.47)  -0.267
C (-1.70, 0.23, 2.97)  -0.352
P (-2.64, -0.60, 1.63)  0.729
Cl (-1.51, -1.80, 0.41)  0.324
H (3.91, -0.10, 3.36)  0.054
H (4.77, -1.19, 2.22)  -0.022
H (4.90, 0.55, 1.97)  0.071
H (2.50, -1.26, 1.59)  0.084
H (3.27, -0.28, 0.32)  0.076
H (1.69, 1.41, 0.88)  0.049
H (2.49, 1.57, 2.44)  0.045
H (0.93, -0.22, 3.39)  0.113
H (0.51, -0.69, 1.73)  0.039
H (-0.69, 1.66, 1.55)  0.076
H (-0.29, 1.81, 3.27)  0.085
H (-1.34, -0.47, 3.73)  0.037
H (-2.42, 0.93, 3.44)  0.105
H (-3.39, 0.29, 0.82)  -0.070
H (-3.58, -1.46, 2.26)  0.025
C (-4.70, 1.73, -2.05)  -0.994
Cl (-4.27, 0.02, -2.23)  0.517
Cl (-4.56, 2.24, -0.36)  0.512
H (-4.03, 2.33, -2.65)  -0.025
H (-5.73, 1.87, -2.38)  0.039
C (-5.17, -3.13, -4.64)  -1.027
Cl (-6.92, -3.25, -4.47)  0.523
Cl (-4.67, -3.34, -6.32)  0.543
H (-4.85, -2.15, -4.31)  -0.028
H (-4.70, -3.90, -4.04)  0.032
C (2.61, 2.54, -2.21)  -1.022
Cl (1.79, 0.97, -2.23)  0.523
Cl (3.46, 2.81, -0.68)  0.539
H (3.33, 2.58, -3.02)  -0.015
H (1.86, 3.32, -2.33)  -0.057
C (-1.43, -1.83, -7.04)  -1.027
Cl (-0.22, -3.10, -6.85)  0.515
Cl (-2.10, -1.33, -5.48)  0.477
H (-0.97, -0.97, -7.51)  0.027
H (-2.24, -2.21, -7.66)  0.004
C (4.72, -2.27, 5.33)  -0.991
Cl (3.52, -2.87, 4.18)  0.555
Cl (6.06, -3.39, 5.51)  0.522
H (5.10, -1.32, 4.96)  0.019
H (4.24, -2.12, 6.29)  0.029
C (0.65, 5.08, 3.15)  -0.979
Cl (-0.51, 4.44, 1.99)  0.539
Cl (1.98, 3.94, 3.39)  0.568
H (1.05, 6.02, 2.78)  0.033
H (0.15, 5.24, 4.10)  0.031
C (6.34, 4.52, -3.44)  -0.997
Cl (4.70, 5.07, -3.80)  0.518
Cl (6.34, 2.92, -2.68)  0.511
H (6.90, 4.46, -4.37)  0.028
H (6.81, 5.23, -2.77)  0.029
C (7.14, -2.95, 0.62)  -0.987
Cl (6.26, -3.73, 1.94)  0.510
Cl (6.35, -1.44, 0.12)  0.555
H (8.15, -2.72, 0.95)  0.029
H (7.17, -3.62, -0.23)  0.027
C (-0.83, 4.03, -2.20)  -0.996
Cl (-2.52, 4.52, -2.35)  0.554
Cl (0.23, 5.03, -3.20)  0.583
H (-0.52, 4.13, -1.16)  0.006
H (-0.73, 2.99, -2.52)  0.020
C (-0.67, 5.99, -6.71)  -1.050
Cl (-2.36, 6.48, -6.85)  0.501
Cl (0.39, 6.99, -7.71)  0.509
H (-0.37, 6.09, -5.67)  -0.039
H (-0.58, 4.96, -7.03)  0.025
C (-4.88, -6.62, -8.02)  -1.046
Cl (-6.64, -6.73, -7.86)  0.500
Cl (-4.37, -6.82, -9.70)  0.504
H (-4.57, -5.64, -7.68)  -0.049
H (-4.42, -7.39, -7.42)  0.026
C (0.59, -4.85, 3.40)  -1.033
Cl (1.15, -6.24, 2.46)  0.541
Cl (-0.21, -3.66, 2.37)  0.445
H (-0.11, -5.20, 4.15)  0.024
H (1.45, -4.39, 3.88)  -0.053
C (-2.18, -2.09, 6.29)  -1.044
Cl (-0.57, -2.23, 5.58)  0.539
Cl (-3.28, -3.30, 5.63)  0.510
H (-2.11, -2.23, 7.36)  -0.003
H (-2.57, -1.10, 6.08)  -0.027
C (-5.30, -0.04, 8.26)  -0.987
Cl (-4.43, -1.49, 8.77)  0.547
Cl (-4.36, 0.91, 7.09)  0.506
H (-6.24, -0.33, 7.80)  0.031
H (-5.50, 0.58, 9.13)  0.031